1.
DFT (ωB97M-V with the def2-TZVPD basis set) results for one molecule with the formula C10H14OS in a non-equilibrium geometry.

* SMILES: CC(C)[C@@](C)(C=O)c1ccsc1
* highest occupied orbital energy: -8.637 eV
* ΔE to the lowest compared entry with this formula, charge and spin: 2.506 eV
* total energy: -862.7846 a.u.
* LUMO level: 0.0283 Eh

Last column: Mulliken charge in e.
Element x y z (Å)
C1 -2.3078 -0.6761 -0.9404  -0.761
C2 -3.6605 -0.8528 -0.8263  -0.477
C3 -2.8710 0.9645 0.5520  -0.493
C4 -1.8177 0.3323 -0.1262  -0.335
C5 -0.0813 2.2067 0.1536  -0.492
C6 0.8697 -1.5328 -0.5643  -2.105
C7 2.0918 0.6128 -0.8433  -1.504
C8 -0.0523 0.0574 1.8401  -1.117
C9 0.7008 -0.0385 -0.8061  0.360
C10 -0.3403 0.6761 0.1594  1.720
O1 0.4685 2.7660 1.0254  -0.448
S1 -4.3909 0.2669 0.3041  -0.168
H1 -1.5086 -1.1119 -1.5263  0.380
H2 -4.3118 -1.5727 -1.3056  0.440
H3 -2.6811 1.8907 1.0623  0.413
H4 -0.5530 2.7469 -0.6914  0.440
H5 1.7722 -1.7480 -0.0520  0.564
H6 0.8959 -1.9280 -1.5397  0.498
H7 0.1725 -2.1093 -0.0382  0.439
H8 2.3719 1.1564 0.1235  0.265
H9 2.8164 -0.0995 -1.2107  0.459
H10 1.9885 1.5383 -1.4846  0.376
H11 -0.3055 0.8221 2.6088  0.345
H12 1.0018 -0.2402 1.7907  0.322
H13 -0.7788 -0.8307 1.8554  0.304
H14 0.2321 0.1393 -1.7448  0.572

2.
DFT (ωB97M-V with the def2-TZVPD basis set) results for one molecule with the formula C10H14OSSi in a non-equilibrium geometry.

* highest occupied orbital energy: -9.181 eV
* ΔE to the lowest compared entry with this formula, charge and spin: 2.344 eV
* total energy: -1152.2656 a.u.
* LUMO level: 0.0132 Eh

Last column: Mulliken charge in e.
Element x y z (Å)
C1 1.1941 3.9633 0.8648  -0.878
C2 2.1805 3.5426 1.6376  -0.361
C3 0.1571 2.9844 0.5249  0.340
C4 0.4498 1.8139 1.2018  0.478
C5 -0.9215 3.0217 -0.4150  0.067
C6 -1.5356 1.6141 -0.5145  -0.466
C7 -1.1215 0.5743 0.4247  -0.163
C8 1.3016 -0.8147 -0.9621  -1.375
C9 -1.4433 -2.3195 -0.8837  -1.124
C10 0.1358 -1.8384 1.7117  -1.179
O1 -1.3682 3.9892 -0.9238  -0.570
Si1 -0.2443 -1.1037 0.0237  0.359
S1 1.7562 1.9695 2.2444  -0.218
H1 1.3511 4.7697 0.1615  0.313
H2 2.9896 4.1969 1.9375  0.432
H3 -2.6598 1.7684 -0.2795  0.226
H4 -1.3751 1.2276 -1.4845  0.257
H5 -1.7236 0.5468 1.3873  0.483
H6 2.2278 -0.6564 -0.5513  0.509
H7 1.4229 -1.4153 -1.7544  0.539
H8 1.2937 0.1893 -1.4794  0.331
H9 -2.4051 -2.3774 -0.3969  0.329
H10 -1.6380 -1.7223 -1.7680  0.304
H11 -1.0257 -3.2544 -1.1294  0.353
H12 1.1497 -2.2315 1.8934  0.361
H13 -0.1253 -1.1397 2.5250  0.321
H14 -0.5107 -2.7019 2.0404  0.330

3.
DFT (ωB97M-V with the def2-TZVPD basis set) results for one molecule with the formula C10H15BO2 in a non-equilibrium geometry.

* highest occupied orbital energy (spin up / spin down): -6.127 / -6.128 eV
* ΔE to the lowest compared entry with this formula, charge and spin: 3.352 eV
* total energy: -565.2727 a.u.
* LUMO level (spin up / spin down): 0.0115 / 0.0115 Eh

Last column: Mulliken charge in e.
Element x y z (Å)
B1 -1.1455 1.0870 0.0431  0.367
C1 0.1150 1.9825 -0.0130  -0.222
C2 0.0905 3.1200 -0.7357  -0.413
C3 -1.0681 3.5508 -1.4748  -0.192
C4 -2.2216 2.8723 -1.4851  -0.582
C5 -0.3731 -0.8140 1.4701  0.765
C6 -2.4324 1.6007 -0.7409  -0.705
C7 -0.7864 -1.0628 2.8948  -1.287
C8 2.0277 -3.4334 -1.0603  -1.115
C9 2.5300 -2.2989 -0.1544  -0.469
C10 1.5016 -1.2284 0.0219  -0.215
O1 -1.2411 -0.0939 0.7021  -0.586
O2 0.7581 -1.3067 1.1040  -0.288
H1 1.0287 1.7320 0.5149  0.383
H2 0.9607 3.7649 -0.7917  0.354
H3 -0.9766 4.4706 -2.0380  0.353
H4 -3.0607 3.2505 -2.0569  0.365
H5 -2.8042 0.8457 -1.4415  0.360
H6 -3.2641 1.7472 -0.0439  0.341
H7 -1.6664 -0.4669 3.1135  0.338
H8 0.0147 -0.7822 3.5771  0.335
H9 -1.0229 -2.1144 3.0681  0.320
H10 2.8038 -4.1821 -1.2047  0.342
H11 1.1583 -3.9149 -0.6187  0.299
H12 1.7436 -3.0377 -2.0333  0.314
H13 3.4343 -1.8723 -0.5944  0.267
H14 2.7789 -2.7031 0.8271  0.253
H15 1.1172 -0.7122 -0.8495  0.318

4.
DFT (ωB97M-V with the def2-TZVPD basis set) results for one molecule with the formula C10H15FN2O2 in a non-equilibrium geometry.

* highest occupied orbital energy (spin up / spin down): -6.326 / -10.054 eV
* spin multiplicity: 3
* total energy: -749.7351 a.u.
* LUMO level (spin up / spin down): 0.0245 / -0.0582 Eh

Last column: Mulliken spin population.
Element x y z (Å)
C1 -1.8122 0.9173 -0.1695  0.158
C2 -0.9496 -1.3418 -0.0908  0.011
C3 0.6322 1.6164 -0.8394  0.161
C4 0.5215 0.1985 1.0341  0.810
C5 -0.6410 1.8314 -0.0827  0.431
C6 1.4542 0.5037 -0.1224  -0.099
C7 1.6523 -0.6671 -0.9999  0.036
C8 2.7787 0.9656 0.4719  0.014
C9 -2.5210 -0.7301 -1.7977  -0.004
C10 -0.6945 -1.3544 2.3616  -0.017
N1 -1.4917 -0.3360 -0.8561  -0.006
N2 -0.1817 -0.9600 1.0519  0.182
O1 -2.8871 1.0896 0.3453  0.222
O2 -1.1838 -2.5410 -0.3049  0.042
F1 -0.7532 3.0047 0.6149  0.031
H1 0.5022 1.4594 -1.9544  0.029
H2 1.1822 2.5261 -0.7097  -0.020
H3 0.8360 0.5915 1.9709  0.001
H4 0.7714 -0.9291 -1.6095  -0.001
H5 2.0069 -1.5793 -0.5996  0.000
H6 2.5355 -0.5738 -1.7095  0.000
H7 3.4299 1.5199 -0.2464  0.007
H8 3.1267 0.1620 1.2254  -0.006
H9 2.4639 1.7422 1.1217  -0.004
H10 -2.3632 -0.4389 -2.8717  -0.001
H11 -2.4386 -1.8055 -1.7963  0.001
H12 -3.5499 -0.4697 -1.3686  0.001
H13 -0.0222 -0.7843 3.0316  0.013
H14 -1.7449 -1.0557 2.4445  0.005
H15 -0.6590 -2.5613 2.4554  0.006

5.
DFT (ωB97M-V with the def2-TZVPD basis set) results for an isolated ion of composition C10H15N2O and charge +1 in a non-equilibrium geometry.

* SMILES: [NH3+][C@@H]1C=C(N2CCCC2=O)[C@H]2C[C@@H]12
* highest occupied orbital energy: -12.049 eV
* ΔE to the lowest compared entry with this formula, charge and spin: 1.422 eV
* total energy: -574.4688 a.u.
* LUMO level: -0.1225 Eh
* charge: +1

Last column: Mulliken charge in e.
Element x y z (Å)
C1 1.4208 -2.1295 -0.3443  -0.500
C2 1.3417 -1.7418 1.1280  -0.152
C3 0.9479 -0.8823 -1.1427  -0.011
C4 0.6778 -0.3817 1.1564  -0.951
C5 -1.3934 1.5492 0.7929  0.326
C6 2.3529 -1.3244 -1.1838  -0.824
C7 -2.2545 2.6199 0.2606  -0.530
C8 -1.7761 2.8948 -1.1906  -0.351
C9 -0.7359 1.8553 -1.4441  -0.653
C10 0.3067 0.0497 -0.0660  0.570
N1 -0.6159 1.0256 -0.2777  0.105
N2 0.4585 -2.8768 1.8469  -0.368
O1 -1.3798 1.2424 1.9696  -0.602
H1 1.2196 -3.1489 -0.5952  0.365
H2 2.2853 -1.7589 1.5219  0.440
H3 0.3309 -1.0185 -2.0954  0.356
H4 0.4184 0.0978 2.1940  0.329
H5 0.9706 -3.8451 1.9234  0.381
H6 2.6466 -1.7872 -2.1915  0.287
H7 -3.2326 2.0931 0.2747  0.229
H8 -2.3884 3.5879 0.9404  0.348
H9 -2.6734 2.8150 -1.8090  0.305
H10 -1.1999 3.8860 -1.1684  0.280
H11 -0.9494 1.1721 -2.3489  0.253
H12 0.2031 2.3828 -1.7079  0.273
H13 0.3300 -2.3362 2.7537  0.417
H14 -0.4181 -2.9790 1.3326  0.371
H15 3.1066 -1.0615 -0.5297  0.304

6.
DFT (ωB97M-V with the def2-TZVPD basis set) results for an isolated ion of composition C10H15N2O and charge +1 in a non-equilibrium geometry.

* SMILES: C[C@@H]1CC(=O)[C@H](n2cccc2)[N@H+]1C
* highest occupied orbital energy: -12.123 eV
* ΔE to the lowest compared entry with this formula, charge and spin: 1.648 eV
* total energy: -574.4605 a.u.
* LUMO level: -0.1060 Eh
* charge: +1

Last column: Mulliken charge in e.
Element x y z (Å)
C1 -3.6743 -0.7897 0.1444  -0.596
C2 -3.2755 -0.0801 1.3255  -0.654
C3 -2.6606 -0.7006 -0.7317  -0.184
C4 -2.0561 0.5238 1.0505  -0.259
C5 0.2603 2.1135 -0.4173  0.058
C6 1.5651 1.7160 0.2706  -0.745
C7 -0.4531 0.4666 -0.7654  -0.632
C8 1.9230 0.3483 -0.1225  0.208
C9 2.8729 -0.3167 0.9157  -1.244
C10 0.8551 -1.7066 -1.0436  -0.931
N1 -1.6577 0.1071 -0.2152  0.258
N2 0.6796 -0.4243 -0.2257  0.038
O1 -0.2559 3.1266 -0.6363  -0.388
H1 -4.4333 -1.4716 -0.0288  0.475
H2 -3.8427 0.1559 2.2190  0.410
H3 -2.8191 -1.0972 -1.7890  0.289
H4 -1.4414 1.3238 1.4469  0.351
H5 2.2904 2.4503 -0.0233  0.421
H6 1.3300 1.7221 1.2956  0.379
H7 -0.2831 0.3443 -1.8171  0.681
H8 2.2830 0.4524 -1.1664  0.352
H9 2.8035 0.2234 1.9442  0.350
H10 3.9938 -0.0394 0.6330  0.345
H11 2.7344 -1.3882 0.9404  0.389
H12 0.0286 -2.5132 -1.1343  0.326
H13 1.0438 -1.3820 -2.0492  0.463
H14 1.7419 -2.3660 -0.7774  0.314
H15 0.4473 -0.7984 0.7575  0.525

7.
DFT (ωB97M-V with the def2-TZVPD basis set) results for an isolated ion of composition C10H15N2Se and charge +1 in a non-equilibrium geometry.

* SMILES: CC[Se]c1cc(C)[n+]2n1CC=CC2
* highest occupied orbital energy: -12.015 eV
* ΔE to the lowest compared entry with this formula, charge and spin: 1.995 eV
* total energy: -2900.6029 a.u.
* LUMO level: -0.1214 Eh
* charge: +1

Last column: Mulliken charge in e.
Element x y z (Å)
C1 -1.2586 0.1270 -0.5194  -0.233
C2 -0.4674 1.2562 -0.8385  0.533
C3 -0.6214 -0.9258 0.0531  -0.271
C4 3.3769 -0.1214 -0.5104  -0.508
C5 3.1433 1.0416 -1.1410  -0.561
C6 2.2904 -0.7662 0.2908  -0.461
C7 1.8660 1.7881 -1.0299  -0.439
C8 -0.7503 2.6262 -1.4435  -1.100
C9 -2.9099 -1.8253 2.4153  -0.863
C10 -2.6002 -2.7556 1.2697  -0.579
N1 0.9716 -0.2940 -0.1445  -0.268
N2 0.7986 0.9847 -0.5959  0.327
Se1 -0.6383 -2.6127 0.8575  0.149
H1 -2.3074 0.0483 -0.6802  0.477
H2 4.2803 -0.7274 -0.8581  0.304
H3 3.9079 1.5571 -1.7277  0.363
H4 2.4790 -1.7747 0.2059  0.389
H5 2.3053 -0.3638 1.2181  0.424
H6 1.9757 2.6810 -0.3172  0.372
H7 1.6037 2.1713 -2.0137  0.436
H8 -1.3697 2.6440 -2.3435  0.315
H9 -1.3984 3.1669 -0.7501  0.335
H10 0.1857 3.2244 -1.6042  0.296
H11 -3.9356 -1.8281 2.8489  0.344
H12 -2.2861 -2.1944 3.2533  0.289
H13 -2.8172 -0.6416 2.2439  0.244
H14 -3.0775 -2.6844 0.2229  0.341
H15 -2.7462 -3.8014 1.6385  0.346

8.
DFT (ωB97M-V with the def2-TZVPD basis set) results for one molecule with the formula C10H15N3 in a non-equilibrium geometry.

* SMILES: Cc1cccc(N2CCNCC2)n1
* highest occupied orbital energy: -7.955 eV
* ΔE to the lowest compared entry with this formula, charge and spin: 7.057 eV
* total energy: -554.0642 a.u.
* LUMO level: 0.0197 Eh

Last column: Mulliken charge in e.
Element x y z (Å)
C1 -3.6720 0.5763 1.2728  -1.024
C2 -2.2561 -0.2604 1.0677  0.597
C3 -2.2753 -1.7597 1.5315  -1.157
C4 -0.8722 -2.0843 1.9902  -0.299
C5 0.2369 -1.4679 1.4139  -0.770
C6 -0.2551 -0.4866 0.3379  0.792
C7 0.2961 1.4502 -1.0513  -0.347
C8 1.5000 2.1484 -1.8703  -0.789
C9 3.0111 0.0776 -1.3833  -0.581
C10 2.1222 -0.1966 -0.1657  -0.286
H1 -4.6042 -0.0014 1.5954  0.346
H2 -3.5832 1.2932 2.1109  0.269
H3 -3.9893 1.1215 0.3021  0.255
H4 -3.2541 -1.9151 1.9328  0.356
H5 -0.4953 -2.9137 2.5117  0.401
H6 1.1576 -1.9212 1.5399  0.214
H7 0.3384 1.8124 0.0581  0.412
H8 -0.6752 1.6999 -1.7122  0.234
H9 1.2260 2.8172 -2.6356  0.398
H10 1.8891 2.7949 -1.1831  0.319
H11 1.5074 0.4269 -2.8502  0.315
H12 3.0820 -0.9402 -2.0184  0.282
H13 3.9676 0.7078 -1.0935  0.284
H14 2.3378 -1.3633 0.2295  0.191
H15 2.5275 0.4999 0.5862  0.292
N1 -1.3094 0.2363 0.4382  -0.146
N2 0.7283 -0.1182 -0.7045  -0.074
N3 2.2319 1.0105 -2.3386  -0.484

Q: The highest total energy belongs to which entry?
A: C10H15N3

Q: Among the records above, which one has the lowest total energy?
A: C10H15N2Se

Q: Number 3 is which compound?
A: C10H15BO2